# 1
The following is a quantum chemistry calculation of a cluster of 6 separate species, C24H54N2O4 in total at a distorted geometry, from the Open Molecules 2025 dataset.

```
84
Properties=species:S:1:pos:R:3:lowdin_charge:R:1
C -1.30025 -0.94246 1.11619 -0.0678
C -0.68591 0.38697 0.69635 -0.2402
N -1.03076 0.69464 -0.69132 -0.1929
C -1.25969 2.11245 -0.95836 -0.2772
C -2.62395 2.59912 -0.52375 -0.0896
C -0.14419 0.08202 -1.67202 -0.2461
C 1.27342 0.69497 -1.70241 -0.0633
H -2.33493 -1.01744 0.78227 0.0855
H -1.25705 -1.09755 2.19380 0.0584
H -0.77714 -1.75713 0.60589 0.0480
H -1.18412 1.13836 1.31728 0.0977
H 0.39798 0.46673 0.83029 0.1027
H -0.49831 2.77193 -0.51839 0.1120
H -1.19517 2.24016 -2.04251 0.1049
H -3.45304 2.13281 -1.06058 0.0745
H -2.83373 2.45588 0.53728 0.0660
H -2.68510 3.66244 -0.77385 0.0710
H -0.65786 0.17244 -2.63641 0.1052
H -0.14354 -1.00868 -1.57127 0.0926
H 1.87213 0.26548 -2.50851 0.0569
H 1.83260 0.49338 -0.78962 0.0618
H 1.16259 1.76561 -1.85976 0.0634
C 2.94430 1.43451 6.66713 -0.0902
C 2.62464 2.29281 5.43502 -0.2526
N 1.43621 1.84789 4.71498 -0.1988
C 0.23888 1.78456 5.55230 -0.2560
C -0.91245 0.99159 4.90109 -0.0817
C 1.15525 2.58146 3.49466 -0.2657
C 2.30870 2.49073 2.48787 -0.1002
H 4.01258 1.52357 6.86495 0.0681
H 2.74919 0.37518 6.50591 0.0783
H 2.37434 1.81227 7.51171 0.0642
H 2.50047 3.33327 5.77452 0.1179
H 3.41907 2.26621 4.69043 0.0961
H 0.47770 1.28264 6.48803 0.0981
H -0.16671 2.79188 5.74051 0.1168
H -0.51732 0.11302 4.39179 0.0704
H -1.60277 0.69288 5.68792 0.0726
H -1.42165 1.64185 4.19164 0.0570
H 1.02791 3.66140 3.67992 0.1186
H 0.27699 2.24550 2.95220 0.0838
H 3.17470 3.07759 2.78119 0.0614
H 1.98250 2.74896 1.47736 0.0604
H 2.56440 1.43215 2.36799 0.0780
C 2.29532 -1.75948 -5.53610 -0.0197
C 0.91620 -2.13603 -6.02482 -0.5132
C -0.09233 -1.02287 -6.12792 -0.0186
O 0.66855 -3.26778 -6.38861 0.0554
H 2.65360 -0.95665 -6.18057 0.0879
H 2.95605 -2.62031 -5.57911 0.0815
H 2.18058 -1.43799 -4.49851 0.0673
H 0.18938 -0.34418 -6.93253 0.0878
H -0.09028 -0.59911 -5.12154 0.0730
H -1.05797 -1.42511 -6.42444 0.0851
C -0.69717 -4.17344 3.13866 -0.0290
C -1.45772 -4.08689 4.46787 -0.4847
C -1.50044 -5.37522 5.27135 -0.0300
O -2.01106 -3.07631 4.82976 0.0610
H 0.36929 -3.95211 3.20080 0.0924
H -1.05672 -3.42943 2.42700 0.0484
H -0.86041 -5.16322 2.71700 0.0698
H -1.94350 -5.09549 6.23333 0.0775
H -0.52909 -5.79871 5.50945 0.0820
H -2.24153 -6.02292 4.80196 0.0870
C 1.01032 -4.33378 -1.85972 -0.0224
C -0.07879 -4.39996 -0.81691 -0.4975
C -1.47479 -3.99143 -1.26299 -0.0124
O 0.12318 -4.88680 0.26228 0.0685
H 1.16024 -5.26899 -2.40432 0.0915
H 1.99568 -4.02848 -1.50376 0.0824
H 0.77168 -3.62010 -2.65523 0.0641
H -1.99667 -4.49621 -0.44204 0.0876
H -1.80011 -4.36892 -2.22914 0.0854
H -1.64855 -2.91655 -1.26099 0.0638
C -1.35515 4.39590 -7.50903 -0.0283
C -0.85680 3.69782 -6.25085 -0.4991
C -0.69777 4.59133 -5.04999 -0.0175
O -0.65958 2.50844 -6.27798 0.0631
H -2.38013 4.75475 -7.42346 0.0847
H -1.25294 3.73843 -8.36762 0.0780
H -0.70336 5.26473 -7.65296 0.0839
H 0.34111 4.86958 -4.86857 0.0917
H -0.99524 4.02236 -4.16617 0.0741
H -1.31406 5.47708 -5.17327 0.0780
```

Values from the calculation:
LUMO level   0.57 eV
Energy relative to the best compared isomer or geometry (same formula, charge and spin)   33.8 kJ/mol
Structure (SMILES)   CCN(CC)CC.CCN(CC)CC.CC(C)=O.CC(C)=O.CC(C)=O.CC(C)=O
E   -36932.45183 eV
HOMO-LUMO gap   8.82 eV
HOMO   -8.3 eV



# 2
The following is a quantum chemistry calculation of a cluster of 3 separate species, C24H55Br3N6O4PS in total at a distorted geometry, from the Open Molecules 2025 dataset.

```
94
Properties=species:S:1:pos:R:3:lowdin_charge:R:1
C 0.87416 -5.61527 -0.66008 -0.1423
C -0.23427 -4.53802 -0.25096 -0.6230
Br -0.93556 -4.72558 1.55220 0.8058
C -0.65477 -3.50210 -1.08307 -0.5972
Br 0.38149 -3.50734 -2.79968 0.8891
N -1.64860 -2.44172 -0.85940 -0.1661
C -0.77100 -1.19367 -0.66664 -0.1187
C 0.40398 -1.36347 0.39521 -0.1673
C 0.57047 0.05979 1.13419 -0.1934
S 1.38315 1.25551 -0.00417 0.7097
O 1.62528 2.55105 0.70541 -0.3018
O 0.57090 1.55626 -1.22578 -0.3263
O 2.86121 0.60598 -0.40602 -0.1636
C -2.32682 -2.14386 -2.20465 -0.3425
P -3.09219 -3.57087 -3.19301 0.7321
O -2.56596 -3.48936 -4.63272 -0.4700
C -3.60168 -1.14231 -2.07830 -0.2604
C -3.45870 0.29645 -2.72893 -0.1199
C -4.94571 0.91693 -2.77188 -0.2753
N -4.93403 2.38006 -2.54023 -0.0190
C -3.86778 -1.29846 -0.50188 -0.3414
N -4.04066 -0.10828 0.35206 0.0555
C -2.79627 -2.41828 0.06704 -0.6681
N -2.67537 -1.99296 1.48052 0.0244
Br -4.06447 -3.99184 0.20043 0.7982
H 0.48426 -6.07367 -1.62711 0.0804
H 1.87312 -5.13334 -0.85093 0.0847
H 0.89536 -6.44603 0.09753 0.0787
H -0.24651 -0.90001 -1.63158 0.1268
H -1.36120 -0.28575 -0.35979 0.1245
H 0.24167 -2.13749 1.19386 0.0701
H 1.40311 -1.57706 -0.08311 0.1213
H -0.43343 0.50085 1.43805 0.1261
H 1.14976 -0.04822 2.10768 0.1206
H 2.82227 0.27188 -1.32615 0.1005
H -1.74030 -1.60952 -2.99909 0.1157
H -4.51556 -3.54713 -3.24047 0.0438
H -2.60062 -4.82004 -2.65363 0.0244
H -4.58014 -1.50905 -2.51851 0.1146
H -2.72383 0.97994 -2.21723 0.1136
H -3.19504 0.12097 -3.82378 0.1337
H -5.47623 0.65344 -3.74024 0.1277
H -5.58173 0.43719 -1.94588 0.1003
H -4.28946 2.59903 -1.77254 0.0595
H -5.85072 2.71236 -2.22236 0.0762
H -4.89901 -1.76257 -0.45287 0.0926
H -3.17675 0.42833 0.47091 0.0691
H -4.72041 0.55073 -0.03798 0.0773
H -3.25201 -2.62555 2.04283 0.0496
H -1.72866 -2.06824 1.85998 0.0404
C 2.31050 7.90722 -4.66470 -0.0899
C 1.30882 6.80007 -4.35940 -0.2724
N 1.89080 5.46316 -4.33845 -0.1933
C 0.88624 4.40587 -4.28876 -0.2480
C 0.00799 4.31679 -3.04057 -0.0917
C 3.03204 5.27616 -3.45019 -0.2475
C 2.82878 5.55793 -1.96089 -0.0800
H 2.80885 7.73518 -5.62206 0.0804
H 1.79056 8.86591 -4.72437 0.0739
H 3.06976 8.00038 -3.88608 0.0641
H 0.54340 6.83573 -5.14101 0.1178
H 0.80288 7.03816 -3.41481 0.0969
H 1.37789 3.43830 -4.44316 0.1087
H 0.22924 4.52638 -5.15715 0.1088
H 0.54482 3.88283 -2.19813 0.0301
H -0.84675 3.66192 -3.23974 0.0646
H -0.39367 5.28618 -2.73971 0.0701
H 3.85014 5.90966 -3.80801 0.1012
H 3.41542 4.25715 -3.56804 0.1112
H 2.24874 6.46482 -1.77860 0.0710
H 3.80090 5.69396 -1.47733 0.0748
H 2.34088 4.72499 -1.45417 0.0463
C 1.48945 -3.77891 7.75675 -0.0856
C 2.06008 -3.81050 6.34422 -0.2682
N 1.56934 -2.74010 5.48205 -0.1931
C 1.93112 -2.92768 4.08211 -0.2653
C 3.41503 -2.88297 3.71596 -0.0797
C 1.73498 -1.38201 5.98982 -0.2475
C 3.15348 -0.90895 6.30783 -0.0803
H 0.39750 -3.82389 7.74229 0.0802
H 1.85349 -4.64168 8.31839 0.0772
H 1.79614 -2.88576 8.30371 0.0669
H 1.77518 -4.77186 5.90470 0.1174
H 3.15521 -3.80910 6.41031 0.1002
H 1.39527 -2.18767 3.47191 0.0845
H 1.53267 -3.89673 3.75965 0.0897
H 3.79998 -1.86336 3.70507 0.0577
H 3.55620 -3.28267 2.70636 0.0677
H 4.03040 -3.48314 4.38738 0.0734
H 1.13128 -1.28145 6.89712 0.1036
H 1.27641 -0.67730 5.28731 0.1077
H 3.74519 -1.66735 6.82388 0.0725
H 3.10992 -0.03351 6.96200 0.0778
H 3.68863 -0.60192 5.40932 0.0548
```

Values from the calculation:
LUMO level   -3.53 eV
E   -273148.78745 eV
Charge   +1
HOMO-LUMO gap   5.83 eV
HOMO   -9.4 eV



# 3
The following is a quantum chemistry calculation of a structure of composition C24H56B2MgO12S6 at a distorted geometry, from the Open Molecules 2025 dataset.

```
101
Properties=species:S:1:pos:R:3:lowdin_charge:R:1
Mg 0.93351 -0.85728 -1.28590 0.3206
B 1.98746 -0.20121 -2.90857 -0.3587
H 2.10269 -1.18522 -2.48114 -0.0260
H 2.78075 0.01624 -3.60689 -0.0050
H 1.03557 -0.17857 -3.41614 -0.0256
H 2.03295 0.52487 -2.11172 -0.0348
B -0.34944 0.41124 -0.49593 -0.3884
H 0.56112 0.97501 -0.36436 -0.0294
H -1.21788 0.90118 -0.08359 -0.0081
H -0.50397 0.23659 -1.54943 -0.0124
H -0.18535 -0.50191 0.05495 -0.0206
C -0.06847 2.67068 3.12544 -0.2066
C 0.56854 1.35459 3.70840 -0.1938
C -0.25462 0.92595 4.96093 -0.2008
S -2.05205 1.40129 4.65651 0.7477
O -2.59304 2.35669 5.62800 -0.3431
O -2.79829 0.20574 4.27909 -0.3477
C -1.61140 2.42400 3.08389 -0.1662
H 0.35433 2.98624 2.17163 0.0720
H 0.05906 3.59288 3.69235 0.1067
H 1.62162 1.44314 3.97539 0.1091
H 0.35797 0.56392 2.98826 0.1080
H 0.15624 1.58225 5.72813 0.0909
H -0.15724 -0.07355 5.38476 0.0970
H -2.30809 3.25991 3.02080 0.0887
H -1.70635 1.79343 2.19987 0.0762
C -1.32036 -1.02934 -5.66011 -0.1768
C -0.85933 -2.44653 -6.02082 -0.2200
C -0.10070 -2.95691 -4.78442 -0.1847
S -1.23918 -2.51377 -3.40769 0.8140
O -0.36939 -1.91786 -2.33315 -0.4091
O -2.15324 -3.59960 -3.04332 -0.3168
C -2.16659 -1.21269 -4.34768 -0.1685
H -1.95109 -0.53285 -6.39753 0.1173
H -0.46437 -0.41329 -5.38469 0.1102
H -0.17785 -2.41122 -6.87078 0.1182
H -1.67563 -3.12060 -6.28041 0.1186
H 0.73077 -2.26071 -4.67457 0.0948
H 0.27068 -3.98145 -4.80634 0.1138
H -2.56164 -0.46364 -3.66141 0.1102
H -3.09624 -1.76280 -4.49342 0.0932
C 3.24992 -4.60868 0.19694 -0.1990
C 3.26394 -4.26429 1.68871 -0.1793
C 1.92258 -3.48092 2.00792 -0.1686
S 0.72773 -3.71050 0.63537 0.8263
O 0.80200 -2.49212 -0.22145 -0.3784
O -0.58569 -4.22807 1.09003 -0.3048
C 1.77146 -5.01345 -0.13465 -0.1917
H 3.99686 -5.37328 -0.01659 0.1179
H 3.39288 -3.73539 -0.43946 0.1083
H 4.12492 -3.64840 1.94848 0.1097
H 3.43376 -5.16255 2.28234 0.1131
H 1.91439 -2.42797 2.28957 0.0953
H 1.42295 -3.96259 2.84842 0.0960
H 1.57427 -5.20590 -1.18924 0.1073
H 1.50968 -5.92396 0.40437 0.1030
C -3.02618 -1.51911 1.01077 -0.1959
C -3.31697 -2.73152 0.09351 -0.2045
C -4.18041 -3.81375 0.88802 -0.2059
S -5.30233 -2.77377 1.72126 0.7026
O -5.43352 -3.24357 3.09839 -0.3506
O -6.51143 -2.53376 0.87619 -0.3643
C -4.33904 -1.21689 1.73918 -0.2019
H -2.66446 -0.67028 0.43047 0.0881
H -2.24727 -1.79889 1.72007 0.1118
H -2.44084 -3.11053 -0.43268 0.0703
H -3.76891 -2.31314 -0.80583 0.1067
H -3.54317 -4.30305 1.62464 0.0990
H -4.76024 -4.57054 0.35964 0.1063
H -4.23816 -0.94123 2.78891 0.0699
H -4.99943 -0.47929 1.28319 0.1020
C -1.01105 4.10826 -0.66320 -0.1825
C 0.20602 4.93262 -0.25714 -0.2184
C -0.15336 5.83331 0.94053 -0.2111
S -1.87688 6.31606 0.66873 0.6910
O -1.86031 7.75400 0.34296 -0.3413
O -2.55999 5.80641 1.82586 -0.3291
C -2.09206 5.21430 -0.75170 -0.2096
H -1.18863 3.33819 0.08750 0.0919
H -0.91902 3.48905 -1.55552 0.1229
H 0.66906 5.47744 -1.07985 0.1201
H 0.97643 4.26474 0.12824 0.0834
H 0.34834 6.80098 0.93573 0.0973
H -0.07077 5.35333 1.91567 0.0848
H -1.91609 5.86985 -1.60458 0.1029
H -3.14616 4.93823 -0.72425 0.1039
C 4.17984 2.90100 0.20762 -0.2205
C 4.81820 2.04042 -0.85608 -0.1849
C 4.99207 0.55743 -0.23083 -0.1501
S 3.43789 0.32311 0.73875 0.7606
O 3.83666 -0.05503 2.10756 -0.3419
O 2.46914 -0.42285 -0.00605 -0.3653
C 2.97407 2.13938 0.71079 -0.1885
H 3.89872 3.81596 -0.31385 0.1213
H 4.84916 3.09074 1.04675 0.1230
H 5.83250 2.40642 -1.01527 0.1105
H 4.27357 2.06865 -1.79984 0.1163
H 5.81057 0.72044 0.47030 0.0935
H 5.23999 -0.31530 -0.83498 0.1031
H 2.43790 2.37436 1.63025 0.0879
H 2.18341 2.11103 -0.03898 0.0755
```

Values from the calculation:
LUMO level   -0.07 eV
Energy relative to the best compared isomer or geometry (same formula, charge and spin)   91.0 kJ/mol
E   -122168.32382 eV
HOMO-LUMO gap   9.32 eV
HOMO   -9.4 eV



# 4
The following is a quantum chemistry calculation of a cluster of 8 separate species, C24H56N8O8 in total at a distorted geometry, from the Open Molecules 2025 dataset.

```
96
Properties=species:S:1:pos:R:3:lowdin_charge:R:1
C 3.27072 -0.07725 -0.18899 -0.0173
N 2.69646 -1.21692 0.49194 0.0616
C 2.80893 -1.34523 1.79756 -0.5905
C 2.24766 -2.64174 2.35539 0.0281
O 3.25109 -0.52951 2.49419 0.0710
H 4.25642 -0.17944 -0.31977 0.0579
H 3.15935 0.68844 0.39306 0.0250
H 2.91412 0.14192 -1.20425 0.0767
H 2.01134 -1.69589 0.04368 0.0242
H 2.75893 -2.83807 3.26683 0.0713
H 2.49699 -3.57668 1.86708 0.0816
H 1.23802 -2.50996 2.69569 0.0845
C 0.44647 1.53070 3.96751 -0.0205
N 1.94326 1.54241 3.76617 0.0517
C 2.61081 2.63198 3.95186 -0.6303
C 4.10389 2.67040 3.64465 -0.0082
O 2.06016 3.59440 4.54646 -0.0220
H 0.16233 1.39973 4.90947 0.0412
H 0.09223 0.67195 3.65310 0.0179
H -0.08095 2.39036 3.48434 0.1000
H 2.33107 0.62344 3.21751 0.1472
H 4.31728 3.36294 2.64029 0.1402
H 4.54172 1.63561 3.60393 0.0730
H 4.71787 3.05896 4.44230 0.0577
C 0.38009 3.25516 0.73715 0.0086
N 1.01834 4.28344 1.69982 0.0532
C 1.00435 5.58797 1.62666 -0.6086
C 1.70097 6.50117 2.67703 0.0164
O 0.35516 6.15533 0.77404 0.0175
H -0.34710 3.69326 0.22218 0.0157
H -0.03195 2.44074 1.35281 0.0534
H 1.16977 2.85043 0.07120 0.0811
H 1.62261 3.76741 2.36175 0.0891
H 2.81603 6.21293 2.34195 0.1311
H 1.29900 6.15868 3.56902 0.0376
H 1.50749 7.54027 2.59300 0.0565
C -0.08030 -5.60670 0.86669 -0.0647
N 0.90725 -5.96329 1.90430 -0.0343
C 0.86212 -5.63538 3.19369 -0.6136
C 1.91195 -6.16334 4.11040 -0.0081
O -0.12678 -5.02587 3.63658 0.0005
H -0.14132 -6.27858 -0.17363 0.1427
H 0.17770 -4.58106 0.58799 0.0457
H -1.02060 -5.58256 1.49892 0.0960
H 1.85129 -6.48373 1.67469 0.1845
H 2.85923 -6.46633 3.75418 0.0602
H 1.55205 -6.79059 5.00607 0.1278
H 2.04598 -5.26422 4.64202 0.0581
C -2.87647 1.78728 -1.11959 -0.0606
N -3.70305 1.37251 -0.03229 0.0223
C -4.05935 0.10332 0.25802 -0.5818
C -5.01720 -0.11211 1.40137 -0.0045
O -3.66196 -0.81699 -0.38452 0.0263
H -2.30651 2.55890 -0.68433 0.0772
H -3.32085 1.98315 -2.04105 0.0904
H -2.14821 1.16270 -1.29982 0.0066
H -4.14985 2.30843 0.44400 0.2231
H -5.78187 -0.81617 1.17284 0.0560
H -5.56258 0.79559 1.82290 0.0965
H -4.41096 -0.77941 2.18826 0.1372
C -0.44851 -0.32299 0.43578 0.0011
N -1.11954 -1.21069 -0.63896 0.0854
C -0.47828 -2.26279 -1.21839 -0.5775
C -1.15556 -3.13849 -2.11128 0.0131
O 0.68144 -2.44888 -0.90446 0.0103
H 0.13535 -0.89042 1.15027 0.0463
H -1.10602 0.22469 1.01431 0.0465
H 0.63501 0.03843 0.10471 0.1121
H -2.10447 -1.07160 -0.77959 0.0369
H -2.30377 -3.35010 -1.98527 0.1459
H -0.76830 -4.03985 -2.18805 0.0326
H -1.13716 -2.62772 -3.01327 0.0647
C 2.61850 3.70046 -2.49960 -0.0273
N 2.22300 2.32548 -2.82299 0.0220
C 1.01267 1.85284 -2.97386 -0.6117
C 0.83187 0.50580 -3.48405 -0.0191
O 0.02260 2.60581 -2.73327 -0.0063
H 3.34117 3.86910 -1.94071 -0.0079
H 1.95018 4.39108 -2.05156 0.0961
H 3.10671 4.03290 -3.39444 0.0941
H 2.96836 1.48289 -2.81526 0.1946
H 1.45586 0.34343 -4.30214 0.0466
H -0.26252 0.32840 -3.88666 0.1288
H 1.11557 -0.35261 -2.66642 0.1252
C -4.17000 -0.72673 -7.43094 0.0088
N -3.76133 -1.19438 -6.11099 0.0785
C -4.14047 -0.54745 -4.98121 -0.5820
C -3.89663 -1.32982 -3.69858 0.0116
O -4.55808 0.51872 -4.95840 0.1305
H -3.51700 -1.10486 -8.13148 0.0814
H -4.11999 0.26008 -7.28160 0.0553
H -5.05885 -0.91695 -7.67427 0.0211
H -3.30974 -1.88799 -6.02673 -0.0147
H -4.41183 -1.03335 -2.75891 0.0893
H -2.96613 -1.09487 -3.32499 0.0227
H -3.95470 -2.41253 -3.89105 0.0885
```

Values from the calculation:
LUMO level   0.35 eV
Energy relative to the best compared isomer or geometry (same formula, charge and spin)   1242.0 kJ/mol
Structure (SMILES)   CNC(C)=O.CNC(C)=O.CNC(C)=O.CNC(C)=O.CNC(C)=O.CNC(C)=O.CNC(C)=O.CNC(C)=O
E   -54089.05964 eV
HOMO-LUMO gap   8.83 eV
HOMO   -8.5 eV



HOMO of number 4 (C24H56N8O8)? -8.5 eV